# 1
Formula: C4H10I2N
Source: the OMol25 dataset
Level of theory: ωB97M-V with the def2-TZVPD basis set

The lowest unoccupied orbital energy (spin up / spin down) is -6.37 / -6.37 eV. Its charge is +1. The HOMO energy (spin up / spin down) is -12.5 / -12.5 eV.

```
17
Properties=species:S:1:pos:R:3:forces:R:3
C 2.3329 -0.9869 -0.4345 -0.604 -0.727 1.516
C -1.9750 0.0325 0.8431 2.677 1.261 0.217
C -0.5753 1.8333 -0.1618 -0.315 -0.792 0.225
C 1.0309 -1.5814 -0.8104 -0.316 -0.252 -0.618
N -0.5548 0.6377 0.6411 -0.484 -1.794 1.957
I 0.1362 -3.0789 0.3363 0.593 1.109 -0.861
I 0.3447 -1.0027 -2.6578 -0.127 -0.393 0.806
H 1.9898 -0.1128 0.1684 0.747 -0.269 -0.334
H 3.0453 -0.7960 -1.2007 -0.170 0.887 -1.198
H 2.9090 -1.6861 0.1600 -0.278 -0.065 0.879
H -2.7009 0.4917 0.2317 -0.628 1.117 -0.671
H -1.9233 -0.9421 0.4769 0.061 -1.913 -0.346
H -2.3313 0.0188 1.8505 0.055 0.154 0.725
H -1.1250 1.6485 -1.0882 0.008 0.243 0.148
H -0.9891 2.5928 0.4424 -0.930 1.438 0.070
H 0.4175 2.1267 -0.3698 1.234 0.340 -0.540
H -0.0314 0.8048 1.5729 -1.523 -0.344 -1.977
```
Positions in Å, forces in eV/Å.

# 2
Formula: C21H30BrN5O2Se4Tc
Source: the OMol25 dataset
Level of theory: ωB97M-V with the def2-TZVPD basis set

The lowest unoccupied orbital energy (spin up / spin down) is 4.33 / 4.33 eV. Its charge is -2. The HOMO energy (spin up / spin down) is -0.2 / -0.2 eV. Its multiplicity is 2.

```
64
Properties=species:S:1:pos:R:3:forces:R:3
Tc 0.1304 -0.0441 0.1802 -1.845 -2.038 2.196
Se 2.3514 0.5690 1.7882 0.241 0.823 0.333
Se 3.8924 -0.9898 2.5284 0.024 -0.209 -0.098
Se 3.1092 -3.0499 1.5712 0.022 0.151 0.129
Se 1.1509 -2.5687 0.3701 -0.083 -0.135 -0.351
C 2.7110 1.4616 -1.4442 0.141 -0.277 -0.104
C 3.4162 2.5654 -2.2655 0.122 -0.063 -0.020
N 2.5299 3.6965 -2.5537 -0.066 -0.097 0.108
C 1.3686 3.1664 -3.2646 -0.160 0.024 -0.166
C 0.6361 2.0597 -2.4654 -0.079 0.638 -0.176
N 1.2901 1.8063 -1.1523 0.255 0.822 -0.646
C 1.3180 3.1158 -0.4552 0.076 -0.024 0.395
C 2.0506 4.2071 -1.2734 0.040 0.088 0.105
H 3.2185 1.2962 -0.4982 -0.096 0.035 0.059
H 2.7119 0.5133 -1.9770 -0.097 -0.008 0.002
H 3.7820 2.1642 -3.2146 -0.055 0.032 -0.037
H 4.2879 2.9437 -1.7240 -0.028 0.046 0.014
H 1.7081 2.7693 -4.2259 0.058 -0.007 0.026
H 0.6924 3.9981 -3.4896 0.033 0.033 0.040
H 0.6113 1.1287 -3.0249 0.061 0.405 0.092
H -0.4042 2.3502 -2.2908 0.033 0.016 0.186
H 1.8102 2.9662 0.5085 -0.003 -0.055 -0.012
H 0.3004 3.4406 -0.2569 -0.030 -0.058 -0.091
H 2.9019 4.6006 -0.7117 0.044 -0.051 -0.030
H 1.3800 5.0502 -1.4649 -0.006 -0.014 -0.056
N 0.5220 2.9483 4.5530 -0.048 -0.008 0.050
C -0.4979 3.7009 4.0863 0.040 0.013 -0.047
O -0.9413 4.6608 4.7054 -0.026 -0.001 0.004
C -1.0609 3.3107 2.7521 -0.028 0.027 0.030
C -2.0887 4.0500 2.1789 0.013 -0.026 -0.073
C -2.5635 3.6531 0.9426 -0.003 0.012 0.052
C -1.9984 2.5452 0.3180 -0.096 0.014 -0.060
N -1.0180 1.8335 0.8622 0.071 0.379 -0.287
C -0.5761 2.2172 2.0618 0.009 -0.169 0.089
H 0.9080 3.2079 5.4431 0.004 0.003 -0.013
H 0.9293 2.1643 4.0601 0.066 0.034 -0.061
H -2.4894 4.9082 2.7021 0.022 -0.004 0.031
H -3.3642 4.1888 0.4504 -0.012 -0.016 0.000
H -2.3539 2.2177 -0.6483 0.010 -0.061 -0.028
H 0.2115 1.5866 2.4533 -0.041 -0.037 0.046
O -0.4745 -0.4455 1.7548 0.551 0.480 -1.255
Br 0.4787 -0.9042 -2.3640 0.099 -1.203 -0.476
C -3.1583 -3.5571 3.2572 0.008 0.028 0.008
N -3.3475 -2.4821 2.3061 -0.033 -0.140 0.039
C -3.2500 -1.1984 2.9808 -0.074 0.025 -0.008
C -2.3573 -2.5943 1.2195 0.081 0.162 -0.094
C -2.7276 -1.7195 0.0349 0.076 0.201 0.124
C -3.9825 -2.0094 -0.5070 -0.210 0.107 -0.286
C -4.5075 -1.3222 -1.5942 0.096 -0.156 0.228
C -3.7382 -0.3172 -2.1577 0.188 0.102 0.144
C -2.4858 -0.0383 -1.6184 -0.163 0.227 -0.208
C -1.9228 -0.6955 -0.5163 0.627 0.029 0.164
H -3.9039 -3.4815 4.0544 0.012 0.019 0.017
H -2.1558 -3.5475 3.7188 -0.001 -0.012 0.011
H -3.2929 -4.5199 2.7591 0.035 -0.005 -0.012
H -4.0276 -1.1383 3.7495 -0.008 0.004 -0.005
H -3.4105 -0.3936 2.2622 0.056 -0.002 -0.022
H -2.2674 -1.0405 3.4467 0.014 0.011 -0.017
H -2.3670 -3.6376 0.8875 -0.012 -0.007 0.003
H -1.3495 -2.3742 1.5705 0.016 -0.032 0.004
H -4.5629 -2.8025 -0.0459 0.007 0.004 0.023
H -5.4849 -1.5728 -1.9930 0.000 -0.024 0.006
H -4.0964 0.2377 -3.0199 0.021 0.015 -0.002
H -1.8989 0.7262 -2.1206 0.029 -0.069 -0.015
```
Positions in Å, forces in eV/Å.

Calculated total energy values, unit eV, following the record order: -21991.64230, -367436.89052.
Energy relative to the best compared isomer or geometry (same formula, charge and spin) values, unit kJ/mol, following the record order: 214.5, 162.9.